Record 1
Computed, not measured: an isolated ion of composition C11H17N2 and charge +1, with ωB97M-V/def2-TZVPD.

ORCA input file:
```
! RIJCOSX wB97M-V def2-TZVPD def2/J DEFGRID3
* xyz 1 1
C 2.9510 -0.6822 0.8104
C 2.2329 -1.3018 -0.1022
C 2.2859 0.4067 1.5083
C -1.8834 -1.0964 -1.4845
C -2.2255 0.8382 0.0676
C -0.5984 -0.4933 -2.0755
C -1.1568 1.5476 -0.7749
C -0.7100 -1.0383 0.7069
C -2.0127 -0.6722 -0.0208
C -0.0264 0.5474 -1.1074
C 0.3667 -0.1416 0.1677
N 1.0469 0.6590 1.1391
N 2.8989 1.0921 2.4594
H 3.9733 -0.9170 1.0780
H 2.3721 -2.1132 -0.7756
H -2.7594 -0.7600 -2.0372
H -1.8525 -2.1843 -1.5468
H -2.1758 1.1556 1.1120
H -3.2232 1.0931 -0.2898
H 0.1502 -1.2633 -2.2534
H -0.8034 -0.0091 -3.0289
H -1.5835 1.8841 -1.7192
H -0.7679 2.4309 -0.2680
H -0.8043 -0.9094 1.7873
H -0.4942 -2.0898 0.5185
H -2.8471 -1.1941 0.4489
H 0.8210 1.0738 -1.5533
H 0.5228 1.4137 1.5686
H 3.8505 0.8777 2.7089
H 2.4521 1.8460 2.9560
*
```

Values from the calculation:
E_tot   -538.57622 Ha
Energy relative to the best compared isomer or geometry (same formula, charge and spin)   169.2 kJ/mol
Orbital gap   9.35 eV



Record 2
Computed, not measured: a 2-piece molecular cluster, C11H17N2 overall, with ωB97M-V/def2-TZVPD.

ORCA input file:
```
! RIJCOSX wB97M-V def2-TZVPD def2/J DEFGRID3
* xyz 2 2
C 2.1023 -2.4229 -0.1116
C -0.2454 -0.0216 1.4208
C 0.8774 -0.3003 0.6092
C 0.9591 -1.7222 0.5193
C -0.0378 -2.2551 1.3769
C -0.6523 1.2499 1.7549
C 0.2101 2.2682 1.3351
C 1.7058 0.7573 0.2071
C 1.3801 2.0471 0.6111
N -0.7444 -1.2497 1.8754
H -1.5819 -1.3762 2.4303
H -1.6171 1.4028 2.2178
H -0.3008 -3.2387 1.7327
H -0.0250 3.2828 1.6440
H 2.7408 0.5500 -0.0594
H 2.2820 -2.0199 -1.1030
H 2.0779 -3.5117 -0.1022
H 1.9136 2.9348 0.2936
H 2.9861 -2.1344 0.4694
C -1.7580 0.3641 -1.9041
C -1.3271 1.8098 -2.0294
N -1.4783 -0.3547 -3.2275
H -1.2165 -0.2138 -1.1662
H -2.7717 0.2778 -1.5423
H -2.1357 2.3684 -2.4879
H -0.4024 2.0300 -2.5702
H -1.2333 0.3155 -3.9591
H -0.7669 -1.0806 -3.1435
H -2.3403 -0.7893 -3.5892
H -1.1735 2.2253 -1.0392
*
```

Values from the calculation:
E_tot   -538.23724 Ha
Energy relative to the best compared isomer or geometry (same formula, charge and spin)   18.3 kJ/mol
Orbital gap (alpha / beta)   9.29 / 6.51 eV



Record 3
Computed, not measured: a single C11H17N3 molecule, with ωB97M-V/def2-TZVPD.

ORCA input file:
```
! RIJCOSX wB97M-V def2-TZVPD def2/J DEFGRID3
* xyz 0 1
C -2.2225 -1.7763 -0.9437
C 1.3469 0.3617 -1.7588
C 1.1567 -1.1713 -1.2640
C -1.0545 0.4181 -1.5563
C -0.9145 0.7980 1.2609
C 0.2041 1.0309 -0.9867
C -1.2313 -0.8627 -0.6817
C 0.1217 -1.0797 -0.1038
C 0.3122 0.3959 0.3854
C 0.1794 -2.0385 0.9561
C 1.6913 0.5567 1.2668
N -3.0146 -2.4882 -1.3716
N -2.1123 0.0122 1.0335
N -3.2168 0.7456 0.7466
H 2.3592 0.7168 -1.5288
H 1.2190 0.3771 -2.9078
H 0.7678 -1.7482 -2.0806
H 1.9564 -1.7210 -0.8990
H -1.9118 1.2347 -1.4518
H -1.1071 0.2397 -2.6807
H -0.7343 0.6706 2.3950
H -1.0097 1.8602 0.8810
H 0.2422 2.0747 -0.8368
H 1.0779 -1.9754 1.5161
H -0.1003 -3.0163 0.5248
H -0.6171 -1.8638 1.5481
H 1.4528 1.2981 1.9895
H 2.5535 0.9089 0.6614
H 1.8203 -0.3813 1.7541
H -3.0821 1.6394 0.3108
H -3.9445 0.2380 0.4111
*
```

Values from the calculation:
E_tot   -593.45515 Ha
Energy relative to the best compared isomer or geometry (same formula, charge and spin)   444.6 kJ/mol
Orbital gap (alpha / beta)   8.08 / 8.08 eV



Record 4
Computed, not measured: C11H17N4OPtS5Sb as an isolated structure, with ωB97M-V/def2-TZVPD.

ORCA input file:
```
! RIJCOSX wB97M-V def2-TZVPD def2/J DEFGRID3
* xyz -2 1
Pt -0.1749 -0.2753 1.7223
S -0.5403 -0.6441 -3.3074
Sb -0.1889 0.8355 -1.5962
S -1.6824 0.6360 0.2864
S 1.3297 -0.0046 0.0841
S 0.2323 2.9690 -2.2674
C 1.6037 3.4603 4.9042
C 1.5719 2.0287 5.3566
C 2.0142 1.6332 6.6153
C 1.9201 0.2788 6.8891
N 1.4550 -0.6113 6.0300
C 1.0546 -0.1391 4.8279
S 0.4462 -1.3242 3.6961
N 1.0955 1.1558 4.4833
H 1.9945 4.1217 5.6785
H 0.5986 3.7773 4.6259
H 2.2181 3.5446 4.0076
H 2.4046 2.3384 7.3369
H 2.2397 -0.1113 7.8537
C 0.9118 -3.7185 1.4044
N 0.3481 -4.0759 0.1190
C 1.3179 -4.2251 -0.9451
C 0.6716 -4.8137 -2.1810
C -0.5258 -3.9695 -2.5560
N -1.4236 -3.8424 -1.4223
C -2.7180 -3.2614 -1.7379
C -0.9596 -3.6883 -0.1293
O -1.6849 -3.2450 0.7451
H 1.5237 -4.5461 1.7787
H 0.1069 -3.5155 2.0999
H 1.5294 -2.8180 1.3321
H 2.1183 -4.8789 -0.5813
H 1.7765 -3.2549 -1.1841
H 0.3518 -5.8398 -1.9721
H 1.3880 -4.8368 -3.0052
H -1.0812 -4.4385 -3.3758
H -0.2164 -2.9761 -2.9034
H -3.2799 -3.9593 -2.3687
H -2.5932 -2.3066 -2.2542
H -3.2549 -3.0835 -0.8113
*
```

Values from the calculation:
E_tot   -3074.32052 Ha
Energy relative to the best compared isomer or geometry (same formula, charge and spin)   35.6 kJ/mol
Orbital gap   6.12 eV



Record 5
Computed, not measured: a single C11H17NO molecule, with ωB97M-V/def2-TZVPD.

ORCA input file:
```
! RIJCOSX wB97M-V def2-TZVPD def2/J DEFGRID3
* xyz 0 1
C 2.9388 1.0864 0.1520
C 1.9467 0.5685 -0.5620
C 1.4250 1.2611 -1.8030
C 1.2027 -0.7116 -0.0748
C 2.2452 -1.7604 0.1909
C 0.1573 -0.5960 1.0861
C -0.8522 0.3840 0.7461
C -0.6935 1.8645 1.1082
C -1.9595 -0.0965 0.1641
C -2.9774 0.7970 -0.2013
N -3.8766 1.4302 -0.5030
O -2.1040 -1.4578 -0.1591
C -3.4242 -1.8606 -0.4172
H 3.2678 2.0002 -0.2060
H 3.3277 0.7021 1.0899
H 2.2272 1.8209 -2.3198
H 0.7613 2.0012 -1.5194
H 0.8992 0.5053 -2.3481
H 0.4606 -0.7912 -0.9491
H 1.8036 -2.4753 0.8025
H 3.2686 -1.4059 0.5306
H 2.5494 -2.2006 -0.7726
H 0.7143 -0.3298 1.9920
H -0.2289 -1.6758 1.1440
H -1.2336 2.1352 2.1268
H 0.4488 2.0815 1.3734
H -1.0806 2.6746 0.4273
H -3.7040 -1.3750 -1.2948
H -4.1810 -1.6016 0.4853
H -3.3287 -2.9747 -0.2887
*
```

Values from the calculation:
E_tot   -559.20212 Ha
Energy relative to the best compared isomer or geometry (same formula, charge and spin)   345.6 kJ/mol
Orbital gap   9.52 eV
Structure (SMILES)   C=C(C)[C@@H](C)C/C(C)=C(/C#N)OC



Record 6
Computed, not measured: an isolated ion of composition C11H17NOP and charge +1, with ωB97M-V/def2-TZVPD.

ORCA input file:
```
! RIJCOSX wB97M-V def2-TZVPD def2/J DEFGRID3
* xyz 1 1
C -2.0393 -1.3163 0.3258
C -1.4445 0.0440 0.4074
C -0.8342 0.4817 1.6761
C 0.0790 0.0452 0.5730
C 0.8844 -1.3172 0.6617
C 1.5659 -1.4768 -0.6788
N 2.7560 -0.4213 -0.6523
C 2.2524 0.9512 -0.6059
P 2.1618 2.0449 0.9680
C 0.8124 1.2097 -0.0789
C 0.1213 2.2806 -0.8213
C -1.1804 2.0710 -1.0829
C -2.1121 1.0528 -0.5598
O -3.2226 1.7019 0.1251
H -1.8356 -1.6151 -0.6697
H -3.1259 -1.3962 0.4758
H -1.7253 -1.9772 1.2353
H -0.8971 -0.2445 2.4270
H -0.9870 1.4653 2.2234
H 0.2126 -2.1477 0.9132
H 1.7124 -1.3119 1.2904
H 1.9208 -2.4884 -0.7306
H 0.9420 -1.1165 -1.6640
H 3.3907 -0.5844 0.1499
H 3.2056 -0.4616 -1.4854
H 2.3397 1.4455 -1.6205
H 2.1276 0.9345 1.8454
H 0.6184 3.1665 -1.0145
H -1.6694 3.0686 -1.5873
H -2.4422 0.4637 -1.4581
H -3.8218 2.1489 -0.5395
*
```

Values from the calculation:
E_tot   -900.30115 Ha
Energy relative to the best compared isomer or geometry (same formula, charge and spin)   439.8 kJ/mol
Orbital gap   9.13 eV
Structure (SMILES)   C[C@@]12C[C@@]13CC[NH2+][C@@H]1P[C@@]13C=C[C@@H]2O